(1)
105
Properties=species:S:1:pos:R:3:lowdin_charge:R:1 method="wB97M-V/def2-TZVPD" largest_force_ev_per_a=2.37 total_charge=+1 orbital_gap_ev=7.55
C -2.268 2.458 4.732 -0.08
C -2.842 1.061 4.883 -0.20
C -3.082 0.346 3.562 -0.18
O -1.903 0.371 2.765 -0.04
C -2.080 0.154 1.396 -0.28
C -2.734 1.252 0.548 -0.05
C -2.054 2.628 0.375 -0.13
C -0.999 3.062 1.396 -0.14
C -0.016 4.001 0.720 -0.17
O -0.726 5.013 -0.003 -0.03
C 0.000 5.612 -0.965 -0.31
O 1.222 5.631 -1.002 0.07
C -3.102 -1.012 1.239 -0.18
O -4.408 -0.892 1.103 0.19
N -2.528 -2.164 1.172 0.05
O -3.290 -3.301 1.022 0.11
C -1.022 -2.127 1.309 -0.35
C -0.521 -3.192 0.338 -0.08
C 0.968 -3.365 0.303 -0.22
N 1.474 -3.904 -0.729 0.14
O -0.563 -2.225 2.588 -0.01
C -0.679 -3.474 3.273 -0.08
C -2.074 -3.817 3.792 -0.39
C -2.463 -5.240 3.383 -0.03
O -2.007 -3.752 5.213 -0.02
C -0.819 -0.618 0.861 -0.22
C 0.506 -0.136 1.477 0.03
C -0.577 -0.587 -0.641 -0.11
O -0.397 0.746 -1.082 -0.03
C -0.769 0.967 -2.389 -0.48
C 0.325 1.399 -3.306 0.05
O -1.935 0.847 -2.738 0.10
H -2.859 3.042 4.036 0.08
H -1.230 2.408 4.439 0.07
H -2.331 2.955 5.692 0.08
H -2.213 0.431 5.501 0.12
H -3.809 1.136 5.372 0.12
H -3.324 -0.687 3.825 0.12
H -3.920 0.830 3.067 0.13
H -3.744 1.411 0.904 0.12
H -2.847 0.831 -0.448 0.12
H -2.837 3.375 0.402 0.12
H -1.626 2.718 -0.609 0.08
H -1.479 3.630 2.181 0.11
H -0.393 2.257 1.776 0.09
H 0.701 4.418 1.416 0.13
H 0.551 3.411 0.002 0.12
H -0.591 6.058 -1.767 0.14
H -4.880 -1.423 1.762 0.17
H -3.516 -3.357 0.082 0.16
H -0.922 -4.134 0.707 0.12
H -0.933 -3.058 -0.651 0.13
H 1.590 -3.021 1.123 0.12
H 2.484 -3.963 -0.593 0.04
H -0.056 -3.368 4.152 0.15
H -0.274 -4.310 2.715 0.12
H -2.823 -3.095 3.471 0.12
H -1.961 -5.896 4.086 0.10
H -2.116 -5.513 2.394 0.07
H -3.526 -5.425 3.478 0.08
H -2.901 -3.754 5.552 0.10
H 0.879 0.718 0.923 0.09
H 1.263 -0.899 1.395 0.09
H 0.391 0.186 2.500 0.10
H -1.394 -1.053 -1.196 0.14
H 0.329 -1.134 -0.877 0.14
H 0.514 0.657 -4.069 0.09
H -0.021 2.290 -3.820 0.09
H 1.224 1.671 -2.770 0.09
C 4.661 0.383 -5.830 -0.09
C 5.892 0.586 -5.224 -0.09
C 6.063 0.285 -3.880 -0.09
C 5.004 -0.226 -3.143 -0.10
C 3.773 -0.430 -3.751 -0.11
C 3.600 -0.123 -5.093 -0.10
H 4.528 0.619 -6.878 0.10
H 6.720 0.978 -5.799 0.10
H 7.022 0.448 -3.407 0.10
H 5.140 -0.464 -2.096 0.09
H 2.947 -0.832 -3.176 0.09
H 2.639 -0.281 -5.567 0.10
C -3.132 5.124 -2.654 -0.10
C -3.803 6.104 -3.372 -0.09
C -4.160 5.872 -4.693 -0.09
C -3.855 4.658 -5.293 -0.09
C -3.187 3.677 -4.574 -0.08
C -2.822 3.912 -3.256 -0.09
H -2.853 5.303 -1.622 0.09
H -4.048 7.048 -2.903 0.10
H -4.679 6.637 -5.255 0.10
H -4.138 4.477 -6.321 0.10
H -2.950 2.728 -5.039 0.10
H -2.300 3.152 -2.699 0.06
C 6.403 -4.990 0.208 -0.09
C 5.565 -4.028 -0.337 -0.11
C 5.317 -2.850 0.355 -0.12
C 5.913 -2.631 1.590 -0.10
C 6.754 -3.592 2.132 -0.09
C 6.996 -4.772 1.444 -0.09
H 6.596 -5.909 -0.330 0.10
H 5.107 -4.196 -1.304 0.10
H 4.660 -2.099 -0.069 0.08
H 5.725 -1.710 2.127 0.10
H 7.222 -3.420 3.093 0.10
H 7.649 -5.522 1.869 0.10

(2)
84
Properties=species:S:1:pos:R:3:mulliken_spin:R:1 method="wB97M-V/def2-TZVPD" largest_force_ev_per_a=0.43 spin_multiplicity=6 total_charge=+2 orbital_gap_ev="7.10 / 7.35"
Mn -0.387 -0.575 -0.101 4.68
C 2.143 -1.220 -3.760 0.00
C 1.524 -0.956 -2.428 0.02
N 0.281 -0.852 -2.185 0.00
C -0.822 -0.974 -3.122 -0.01
C -2.022 -0.200 -2.583 0.03
N -2.328 -0.539 -1.170 -0.01
C -3.243 0.404 -0.493 0.04
C -2.551 1.718 -0.139 -0.03
N -1.261 1.550 0.567 0.11
C -1.251 1.664 2.049 0.00
C -0.859 0.359 2.753 0.08
N 0.248 -0.195 1.994 -0.15
C 1.489 -0.058 2.235 0.02
C 2.109 0.422 3.506 0.01
C 2.397 -0.428 1.085 0.03
C 3.749 -0.720 1.191 0.00
C 4.432 -1.064 0.031 0.01
C 3.771 -1.129 -1.188 -0.01
C 2.415 -0.829 -1.216 0.02
N 1.790 -0.460 -0.100 0.10
H 1.405 -1.547 -4.487 0.00
H 2.912 -1.987 -3.687 0.00
H 2.622 -0.310 -4.130 0.00
H -1.071 -2.036 -3.217 -0.01
H -0.577 -0.601 -4.119 0.00
H -2.889 -0.375 -3.226 0.00
H -1.800 0.867 -2.626 -0.01
H -2.735 -1.471 -1.133 0.01
H -3.607 -0.090 0.411 -0.01
H -4.120 0.631 -1.108 0.00
H -3.243 2.342 0.434 0.00
H -2.340 2.264 -1.059 -0.01
H -0.651 2.285 0.234 0.00
H -2.206 2.036 2.427 0.00
H -0.496 2.408 2.311 0.00
H -1.678 -0.363 2.701 -0.05
H -0.647 0.544 3.808 0.00
H 1.403 0.965 4.128 0.00
H 2.971 1.056 3.305 0.00
H 2.456 -0.442 4.081 0.00
H 4.265 -0.688 2.140 0.00
H 5.488 -1.293 0.079 0.00
H 4.310 -1.412 -2.080 0.00
C -4.106 -5.110 4.135 0.00
C -3.224 -5.379 2.923 0.00
C -3.283 -4.283 1.862 0.00
C -2.747 -2.930 2.323 0.01
N -1.373 -2.996 2.814 0.00
C -0.284 -3.241 2.056 0.06
Se -0.227 -3.287 0.193 0.04
N 0.786 -3.345 2.866 0.01
C 2.152 -3.693 2.478 0.00
C 2.604 -5.064 2.982 0.00
C 2.137 -6.260 2.154 0.00
C 0.658 -6.595 2.291 0.00
C 0.390 -3.102 4.175 0.00
C 1.118 -3.027 5.357 0.00
C 0.414 -2.707 6.504 0.00
C -0.965 -2.471 6.473 0.00
C -1.689 -2.550 5.297 0.00
C -0.984 -2.875 4.145 0.00
H -4.157 -5.984 4.782 0.00
H -5.126 -4.867 3.832 0.00
H -3.734 -4.287 4.747 0.00
H -3.532 -6.314 2.452 0.00
H -2.187 -5.537 3.235 0.00
H -4.322 -4.127 1.558 0.00
H -2.733 -4.589 0.970 0.00
H -3.350 -2.527 3.136 0.01
H -2.770 -2.210 1.498 0.00
H 2.804 -2.908 2.870 0.00
H 2.186 -3.647 1.389 0.00
H 2.287 -5.195 4.021 0.00
H 3.696 -5.044 3.002 0.00
H 2.722 -7.126 2.471 0.00
H 2.391 -6.096 1.102 0.00
H 0.385 -6.735 3.340 0.00
H 0.422 -7.519 1.765 0.00
H 0.015 -5.821 1.871 0.00
H 2.182 -3.218 5.387 0.00
H 0.938 -2.643 7.447 0.00
H -1.477 -2.225 7.392 0.00
H -2.754 -2.365 5.292 0.00

(3)
6
Properties=species:S:1:pos:R:3:lowdin_charge:R:1 method="wB97M-V/def2-TZVPD" largest_force_ev_per_a=3.15 relative_energy_kcal_mol=51.1 total_charge=0 orbital_gap_ev=7.75
C -2.007 -0.424 -0.299 -1.27
Si 2.360 0.239 -0.211 0.40
P -0.515 0.050 -0.430 0.71
Br -3.517 -1.339 -0.159 0.70
H 1.854 1.689 0.081 -0.23
H 1.824 -0.216 1.018 -0.31